Version i
The following is a quantum chemistry calculation of the molecule C3H3NOS, from the OMol25 dataset.

Structure (ORCA input):
```
! RIJCOSX wB97M-V def2-TZVPD def2/J DEFGRID3
* xyz 0 1
N 2.769 -0.243 -0.842
C 1.711 -0.222 -0.296
C 0.575 0.104 0.724
S -0.340 1.313 -0.320
C -1.645 0.003 -0.662
O -1.675 -1.097 -0.251
H 0.165 -0.861 1.142
H 0.873 0.684 1.677
H -2.434 0.318 -1.172
*
```

As for the SMILES: N#CCSC=O. For the LUMO energy, the calculation gives 0.32 eV. The calculation puts the HOMO energy at -10.2 eV. For the HOMO-LUMO gap, the calculation gives 10.47 eV.

=====

Version ii
The following is a quantum chemistry calculation of a cluster of 2 separate species, C3H3NOS in total, from the OMol25 dataset.

Structure (ORCA input):
```
! RIJCOSX wB97M-V def2-TZVPD def2/J DEFGRID3
* xyz 0 1
C 0.188 0.378 2.378
C -0.633 0.623 1.454
C -1.463 0.663 0.412
N 0.312 -0.172 -1.180
O -2.172 0.714 -0.492
S -0.811 0.042 -2.308
H 1.026 0.439 3.027
H 0.742 0.728 -1.018
H -1.647 -1.079 -1.961
*
```

For the LUMO energy (spin up / spin down), the calculation gives -0.91 / -0.90 eV. The calculation puts the HOMO energy (spin up / spin down) at -6.9 / -6.9 eV. For the HOMO-LUMO gap (spin up / spin down), the calculation gives 5.96 / 5.96 eV.

=====

Most stable: version i

=====

Version i
The following is a quantum chemistry calculation of a cluster of 10 separate species, ClH18O13 in total, from the OMol25 dataset.

Structure (ORCA input):
```
! RIJCOSX wB97M-V def2-TZVPD def2/J DEFGRID3
* xyz -1 1
Cl 0.604 0.822 0.708
O -0.591 1.738 0.933
O 1.833 1.598 1.040
O 0.474 -0.427 1.624
O 0.659 0.404 -0.744
O 2.812 -0.739 -2.147
H 2.103 -0.158 -1.938
H 2.398 -1.486 -2.567
O -0.318 -1.543 -2.655
H 0.067 -1.358 -1.839
H -0.581 -2.437 -2.631
O -2.222 0.832 -1.409
H -2.219 0.098 -2.031
H -3.054 0.791 -0.816
O 2.947 -1.515 0.612
H 2.470 -1.056 1.347
H 2.867 -0.939 -0.144
O -0.231 2.793 -2.033
H -0.224 1.980 -1.487
H 0.667 3.103 -2.084
O -2.310 3.461 -0.159
H -2.900 3.493 0.633
H -1.502 2.997 0.113
O -2.416 -0.690 1.627
H -2.621 0.018 2.247
H -1.579 -0.295 1.415
O 0.785 -2.843 0.023
H 1.655 -2.476 0.335
H 0.177 -2.626 0.729
O 0.117 -1.272 4.177
H -0.234 -1.769 3.464
H 0.382 -0.513 3.662
*
```

For the LUMO energy, the calculation gives 2.91 eV. The calculation puts the HOMO energy at -7.6 eV. For the HOMO-LUMO gap, the calculation gives 10.55 eV.

=====

Version ii
The following is a quantum chemistry calculation of a cluster of 10 separate species, ClH18O13 in total, from the OMol25 dataset.

Structure (ORCA input):
```
! RIJCOSX wB97M-V def2-TZVPD def2/J DEFGRID3
* xyz -1 1
Cl 9.531 7.155 7.938
O 8.220 6.900 8.465
O 9.467 6.802 6.525
O 9.817 8.575 8.008
O 10.415 6.369 8.683
O 4.141 5.871 9.241
H 5.004 5.980 9.683
H 4.430 6.021 8.349
O 10.631 7.199 3.965
H 10.532 7.957 3.380
H 10.274 7.476 4.805
O 11.366 3.910 4.016
H 11.689 4.578 3.412
H 10.695 4.444 4.522
O 5.482 6.234 6.565
H 5.402 6.461 5.645
H 6.369 6.465 6.908
O 3.764 8.256 11.448
H 4.102 7.495 11.952
H 3.808 7.945 10.529
O 6.548 7.384 10.874
H 7.262 7.410 10.262
H 6.392 8.296 11.109
O 12.625 9.508 6.591
H 11.735 9.795 6.922
H 12.418 8.711 6.048
O 6.551 9.649 7.868
H 7.359 10.142 7.664
H 6.914 8.719 7.942
O 8.503 4.965 11.156
H 7.729 5.520 11.161
H 8.850 5.071 10.253
*
```

For the LUMO energy, the calculation gives 2.59 eV. The calculation puts the HOMO energy at -7.9 eV. For the HOMO-LUMO gap, the calculation gives 10.52 eV.

=====

Most stable: version ii

=====

Version i
The following is a quantum chemistry calculation of a cluster of 3 separate species, C6H15NO in total, from the OMol25 dataset.

Structure (ORCA input):
```
! RIJCOSX wB97M-V def2-TZVPD def2/J DEFGRID3
* xyz 0 1
C -0.293 -0.881 -0.790
C 1.626 -0.103 0.026
C -2.728 -0.332 0.079
C -0.666 -0.491 0.503
C 2.187 -0.523 1.365
C 1.648 1.384 -0.215
N -0.622 -0.237 -1.943
O -2.876 1.095 -0.029
H -3.014 1.446 0.860
H -0.033 -1.928 -0.919
H 2.143 -0.633 -0.778
H -0.488 -0.724 -2.815
H -1.124 0.640 -1.839
H -3.122 -0.694 -0.872
H -3.371 -0.742 0.863
H -0.630 -1.260 1.262
H -0.649 0.506 0.921
H 3.248 -0.246 1.468
H 1.194 1.647 -1.176
H 1.107 1.923 0.572
H 1.665 -0.031 2.193
H 2.127 -1.606 1.510
H 2.670 1.789 -0.246
*
```

For the LUMO energy, the calculation gives 1.01 eV. The calculation puts the HOMO energy at -6.2 eV. For the HOMO-LUMO gap, the calculation gives 7.20 eV.

=====

Version ii
The following is a quantum chemistry calculation of the molecule C6H15NO, from the OMol25 dataset.

Structure (ORCA input):
```
! RIJCOSX wB97M-V def2-TZVPD def2/J DEFGRID3
* xyz 0 1
C -0.836 2.020 1.167
C 0.289 1.130 0.643
C 1.649 1.645 1.104
C 0.043 -0.342 1.084
C -0.838 -1.135 0.141
N -0.051 -1.870 -0.865
C -0.519 -1.633 -2.215
O 0.384 -2.203 -3.161
H -1.818 1.611 0.888
H -0.761 2.123 2.242
H -0.760 2.991 0.660
H 0.233 1.106 -0.444
H 1.530 2.333 1.942
H 2.389 0.933 1.457
H 2.128 2.260 0.355
H -0.389 -0.323 2.092
H 1.001 -0.857 1.216
H -1.553 -0.490 -0.372
H -1.423 -1.851 0.722
H 0.925 -1.590 -0.805
H -0.505 -0.576 -2.480
H -1.489 -2.113 -2.321
H 0.372 -3.168 -3.051
*
```

As for the SMILES: CC(C)CCNCO. For the LUMO energy, the calculation gives 1.05 eV. The calculation puts the HOMO energy at -9.0 eV. For the HOMO-LUMO gap, the calculation gives 10.05 eV.

=====

Most stable: version ii

=====

Version i
The following is a quantum chemistry calculation of a cluster of 3 separate species, H6O3 in total, from the OMol25 dataset.

Structure (ORCA input):
```
! RIJCOSX wB97M-V def2-TZVPD def2/J DEFGRID3
* xyz 1 2
O -1.740 -0.217 -1.277
H -1.062 -0.572 -0.702
H -2.284 -0.972 -1.501
O 0.740 2.251 0.607
H 1.212 1.707 -0.023
H 1.291 2.244 1.390
O 0.332 -1.446 0.234
H 0.935 -2.179 0.359
H 0.576 -0.817 0.913
*
```

For the LUMO energy (spin up / spin down), the calculation gives -3.99 / -12.00 eV. The expectation value of S² is 0.755. The calculation puts the HOMO energy (spin up / spin down) at -17.4 / -15.7 eV. For the HOMO-LUMO gap (spin up / spin down), the calculation gives 13.36 / 3.66 eV.

=====

Version ii
The following is a quantum chemistry calculation of a cluster of 3 separate species, H6O3 in total, from the OMol25 dataset.

Structure (ORCA input):
```
! RIJCOSX wB97M-V def2-TZVPD def2/J DEFGRID3
* xyz 1 2
O -1.674 1.594 -0.835
H -1.325 2.375 -1.264
H -1.052 1.409 -0.131
O 0.855 -2.017 0.182
H 0.035 -2.505 0.266
H 1.266 -2.371 -0.606
O 0.326 0.665 0.980
H 0.387 -0.212 0.601
H 1.181 1.061 0.807
*
```

For the LUMO energy (spin up / spin down), the calculation gives -4.13 / -11.85 eV. The expectation value of S² is 0.758. The calculation puts the HOMO energy (spin up / spin down) at -16.4 / -16.4 eV. For the HOMO-LUMO gap (spin up / spin down), the calculation gives 12.27 / 4.53 eV.

=====

Most stable: version ii